[1]
Formula: C3H6O3
Source: the Open Molecules 2025 dataset
Level of theory: ωB97M-V/def2-TZVPD

Each line ends with the Löwdin charge.
Element x y z (Å)
O  1.04287  -0.98185  -1.23301  0.000
C  1.18423  -0.75207  0.09651  -0.208
C  1.05785  0.46998  0.62317  -0.205
O  0.84161  1.53257  -0.23516  -0.037
H  0.96471  -0.09740  -1.63392  0.107
H  1.40052  -1.64385  0.67468  0.121
H  1.19095  0.67988  1.68096  0.114
H  -0.11502  1.71656  -0.26144  0.072
C  -1.89029  -0.24246  0.07318  -0.116
O  -1.93698  0.92326  -0.25393  -0.025
H  -1.43178  -1.01566  -0.56990  0.084
H  -2.30869  -0.58897  1.03886  0.094

Cartesian forces, eV/Å:
O 0.0366 0.2136 -0.0744
C -0.0164 0.1959 0.3083
C 0.1181 -0.3732 -0.0310
O -0.1554 -0.0140 0.0955
H -0.0134 -0.1907 -0.0625
H -0.0063 0.1788 -0.0292
H -0.0353 -0.0467 -0.1720
H 0.1282 0.0201 -0.0447
C 0.0423 0.3048 -0.0253
O -0.0112 -0.5385 0.1596
H -0.1098 0.1508 0.0232
H 0.0225 0.0990 -0.1476

Values from the calculation:
Relative energy (zero: lowest compared OMol25 entry of this formula, charge and spin): 230.5 kJ/mol
E_LUMO: 0.02108 Ha
SMILES: O/C=C\O.C=O
HOMO-LUMO gap: 9.57 eV
Total charge: 0
Calculated total energy: -9348.9278 eV
Max |F|: 0.562 eV Å⁻¹

=====

[2]
Formula: C3H6O3
Source: the Open Molecules 2025 dataset
Level of theory: ωB97M-V/def2-TZVPD

Each line ends with the Löwdin charge.
Element x y z (Å)
C  -1.11797  0.83556  -1.38661  0.017
C  -1.57892  0.05097  -0.13590  -0.530
O  -1.38998  0.31122  1.04575  0.053
O  -2.29873  -1.07716  -0.38507  0.080
H  -1.65740  0.45470  -2.25683  0.078
H  -0.01795  0.62155  -1.50166  0.099
H  -1.25645  1.91699  -1.22339  0.090
H  -2.49465  -1.39961  0.49715  0.112
C  2.93747  -0.46648  1.27266  -0.110
O  3.53771  -1.01299  2.20448  -0.038
H  1.83225  -0.42229  1.27599  0.074
H  3.50462  0.18754  0.59342  0.075

Cartesian forces, eV/Å:
C 0.5445 -0.8517 1.0123
C -0.2928 -0.0489 1.4378
O 0.4044 0.5374 -1.7366
O 0.4592 0.7326 -1.1838
H 0.1462 0.2590 0.1111
H -1.0723 0.2812 0.0251
H 0.0146 -0.5812 -0.0799
H -0.1717 -0.3367 0.3998
C 1.2679 -0.1555 3.0276
O -1.3133 0.7547 -2.2091
H 0.1643 -0.3016 -0.3801
H -0.1509 -0.2895 -0.4243

Values from the calculation:
Relative energy (zero: lowest compared OMol25 entry of this formula, charge and spin): 130.2 kJ/mol
E_LUMO: 0.02037 Ha
SMILES: CC(=O)O.C=O
HOMO-LUMO gap: 10.77 eV
Total charge: 0
Calculated total energy: -9349.9669 eV
Max |F|: 3.286 eV Å⁻¹

=====

[3]
Formula: C3H6O3
Source: the Open Molecules 2025 dataset
Level of theory: ωB97M-V/def2-TZVPD

Each line ends with the Löwdin charge.
Element x y z (Å)
C  1.44238  -0.99668  0.36553  -0.038
C  0.61081  -1.25052  -0.85480  -0.248
O  0.06172  -0.34896  -1.45725  0.011
H  2.17752  -0.40699  -0.05139  0.053
H  1.96251  -1.94769  0.58108  0.080
H  1.01991  -0.52452  1.31598  0.114
H  0.20953  -2.19170  -1.14285  0.110
O  -0.45333  1.50484  1.07698  -0.040
C  -1.58201  1.83091  0.56646  -0.287
O  -1.83469  1.38446  -0.67825  0.040
H  -2.44314  2.27897  1.12761  0.146
H  -1.17120  0.66787  -0.84909  0.061

Cartesian forces, eV/Å:
C -0.3325 -2.1904 0.8760
C -2.4806 1.8250 1.3274
O 0.5987 0.2701 -0.4007
H 1.8787 1.9137 -0.3264
H -0.3095 0.3334 0.4079
H 0.0803 -0.6022 -1.7915
H 0.6387 -1.8442 -0.1541
O -4.4531 1.8958 -0.9739
C 4.2587 -3.0219 0.8372
O -0.8634 0.4958 1.2284
H 0.8743 0.1052 -0.7636
H 0.1096 0.8198 -0.2668

Values from the calculation:
Relative energy (zero: lowest compared OMol25 entry of this formula, charge and spin): 174.2 kJ/mol
E_LUMO: 0.01829 Ha
SMILES: CC=O.O=CO
HOMO-LUMO gap: 10.77 eV
Total charge: 0
Calculated total energy: -9349.5109 eV
Max |F|: 5.289 eV Å⁻¹